No. 1
The following is a DFT calculation (ωB97M-V/def2-TZVPD) of a molecular structure, C13H30IO2P2Sm at a distorted geometry.

Structure (ORCA input):
```
! wB97M-V def2-TZVPD RIJCOSX def2/J DEFGRID3
* xyz 2 6
C 1.424 5.124 -3.524
C 1.863 3.775 -3.564
H 1.908 5.740 -4.316
H 1.656 5.505 -2.511
H 0.323 5.104 -3.638
O 2.326 2.722 -3.738
I -0.085 3.115 -1.001
Sm -0.342 0.474 0.253
P -2.150 -0.385 -1.834
C -2.106 -2.045 -2.603
C -3.928 -0.261 -1.376
H -4.602 -0.412 -2.229
H -3.019 0.551 -3.904
H -4.122 0.734 -0.954
H -1.950 1.712 -3.051
H -2.174 -2.812 -1.821
H -4.165 -1.014 -0.615
C -2.085 0.662 -3.338
H -2.959 -2.142 -3.290
H -1.240 0.371 -3.971
H -1.165 -2.160 -3.154
P 2.097 0.803 1.704
C 3.394 -0.444 2.029
C 3.126 2.180 1.074
H 0.994 2.197 3.374
H 2.613 1.713 3.943
H 1.261 0.555 4.000
C 1.713 1.367 3.418
H 2.485 3.000 0.725
H 3.780 2.535 1.880
H 4.139 -0.004 2.707
H 3.870 -0.711 1.076
H 3.737 1.842 0.230
H 2.960 -1.341 2.489
C 1.121 -1.155 -0.820
O 1.658 -2.064 -1.296
C 0.090 -2.075 3.610
C -0.747 -2.310 2.352
C -1.813 -3.382 2.608
C -1.386 -0.994 1.879
H -0.480 -1.514 4.367
H 0.990 -1.497 3.368
H 0.423 -3.015 4.071
H -0.077 -2.688 1.551
H -2.564 -2.991 3.312
H -2.313 -3.623 1.663
H -1.370 -4.305 3.012
H -2.321 -1.208 1.331
H -1.625 -0.345 2.739
*
```

Summary:
Lowest unoccupied orbital energy (spin up / spin down) in eV: -7.5 / -7.4
Expectation value of S²: 8.928
Strongest force on any atom in eV/Å: 6.49
E in eV: -62629.106
Frontier orbital gap (spin up / spin down) in Eh: 0.223 / 0.227



No. 2
The following is a DFT calculation (ωB97M-V/def2-TZVPD) of a molecular structure, C13H30N2NaO7 at a distorted geometry.

Structure (ORCA input):
```
! wB97M-V def2-TZVPD RIJCOSX def2/J DEFGRID3
* xyz -1 1
Na 12.327 -4.351 19.443
C 13.274 -3.221 17.722
O 13.097 -2.701 16.586
O 13.374 -4.459 17.786
O 13.275 -2.492 18.719
C 14.674 -6.668 19.812
O 13.383 -6.183 20.201
C 12.294 -7.023 19.745
C 10.914 -6.321 20.219
N 10.486 -5.146 19.408
C 10.261 -5.566 18.011
C 9.500 -4.419 17.310
O 8.242 -4.208 18.021
C 7.553 -3.041 17.648
H 14.923 -7.681 20.128
H 15.398 -6.066 20.361
H 14.885 -6.668 18.742
H 12.277 -8.009 20.210
H 12.355 -7.202 18.671
H 10.987 -5.987 21.254
H 10.099 -7.046 20.225
H 9.600 -4.683 19.549
H 9.630 -6.454 17.990
H 11.221 -5.757 17.532
H 9.337 -4.570 16.243
H 10.149 -3.545 17.261
H 6.706 -2.863 18.310
H 7.043 -3.150 16.691
H 8.181 -2.150 17.624
C 13.897 -5.013 22.702
O 12.797 -4.712 21.850
C 11.940 -3.662 22.337
C 10.825 -3.436 21.344
N 11.208 -2.800 20.111
C 10.083 -2.492 19.230
C 9.240 -1.221 19.541
O 8.377 -1.272 20.646
C 7.097 -1.902 20.411
H 14.502 -5.824 22.297
H 13.516 -5.305 23.680
H 14.601 -4.183 22.774
H 12.460 -2.730 22.557
H 11.473 -3.884 23.296
H 10.066 -2.848 21.861
H 10.334 -4.398 21.194
H 11.878 -2.054 20.230
H 9.353 -3.296 19.131
H 10.518 -2.305 18.249
H 8.632 -0.965 18.673
H 9.996 -0.444 19.653
H 6.579 -1.671 19.481
H 6.388 -1.500 21.135
H 7.101 -2.989 20.486
*
```

Summary:
Lowest unoccupied orbital energy in eV: 2.1
Strongest force on any atom in eV/Å: 4.80
E in eV: -35691.503
Frontier orbital gap in Eh: 0.138



No. 3
The following is a DFT calculation (ωB97M-V/def2-TZVPD) of a molecular structure, C13H30N2O2PS7SbW.

Structure (ORCA input):
```
! wB97M-V def2-TZVPD RIJCOSX def2/J DEFGRID3
* xyz 1 2
W 0.090 -0.518 1.170
S 3.839 3.919 1.486
Sb 3.369 2.855 -0.517
S 1.696 -0.530 -0.406
S 0.927 1.404 -0.245
S 4.848 1.327 0.344
C -2.956 -5.153 -1.977
C -2.922 -4.679 -0.550
O -2.657 -3.231 -0.570
P -2.267 -2.428 0.704
S -2.070 -0.434 0.298
S -0.375 -2.792 1.437
O -3.387 -2.790 1.741
C -3.395 -2.283 3.111
C -4.696 -2.695 3.745
H -3.168 -6.222 -1.991
H -1.998 -4.984 -2.466
H -3.736 -4.639 -2.536
H -2.126 -5.159 0.022
H -3.871 -4.821 -0.038
H -3.289 -1.197 3.068
H -2.533 -2.710 3.625
H -5.542 -2.266 3.209
H -4.723 -2.338 4.775
H -4.795 -3.779 3.755
C 3.780 1.996 5.786
C 4.374 0.600 5.594
C 3.486 -0.392 4.841
C 3.376 -0.165 3.339
N 2.785 1.129 2.990
C 1.525 1.482 3.092
S 0.300 0.242 3.408
N 1.160 2.738 2.949
C -0.203 3.271 2.994
C -0.672 3.544 4.417
C 0.191 4.566 5.148
C -0.297 4.822 6.568
H 4.358 2.559 6.518
H 2.752 1.936 6.155
H 3.774 2.585 4.867
H 4.576 0.175 6.579
H 5.344 0.673 5.095
H 2.485 -0.402 5.286
H 3.886 -1.401 4.969
H 2.803 -0.962 2.864
H 4.362 -0.165 2.877
H 3.430 1.861 2.679
H 1.912 3.377 2.685
H -0.874 2.584 2.477
H -0.179 4.198 2.420
H -0.693 2.604 4.978
H -1.705 3.898 4.366
H 0.197 5.503 4.582
H 1.228 4.217 5.177
H -1.319 5.204 6.569
H 0.332 5.552 7.076
H -0.284 3.903 7.158
*
```

Summary:
Lowest unoccupied orbital energy (spin up / spin down) in eV: -4.4 / -4.5
Expectation value of S²: 0.759
Strongest force on any atom in eV/Å: 0.30
E in eV: -114540.546
Frontier orbital gap (spin up / spin down) in Eh: 0.239 / 0.236



No. 4
The following is a DFT calculation (ωB97M-V/def2-TZVPD) of 2 unconnected molecules or ions with the total composition C13H31Cl2FN3O4P2 at a distorted geometry.

Structure (ORCA input):
```
! wB97M-V def2-TZVPD RIJCOSX def2/J DEFGRID3
* xyz -1 1
C -2.216 2.851 -2.627
C -3.199 2.233 -1.647
Cl -4.512 3.499 -1.472
C -3.782 0.843 -2.040
Cl -5.352 0.993 -2.912
P -2.493 -0.258 -3.024
C -2.782 -1.873 -1.995
C -1.554 -2.415 -1.377
O -0.588 -1.858 -0.972
F -1.591 -3.786 -1.222
O -3.724 -0.927 -4.131
C -3.151 -0.913 -5.394
C -1.586 -1.058 -5.282
O -1.306 -1.253 -3.918
H -1.351 2.221 -2.816
H -2.718 3.009 -3.584
H -1.908 3.838 -2.282
H -2.752 2.195 -0.657
H -4.061 0.342 -1.115
H -2.285 0.693 -4.075
H -1.401 0.194 -2.223
H -3.175 -2.642 -2.654
H -3.515 -1.767 -1.186
H -3.482 -1.733 -6.044
H -3.408 -0.017 -5.984
H -1.010 -0.266 -5.773
H -1.329 -2.018 -5.748
O 1.680 1.154 1.031
P 2.270 0.308 2.099
N 0.911 -0.444 2.805
C 0.835 -0.986 4.144
C 0.048 -1.172 1.866
N 2.919 1.526 3.131
C 2.781 1.513 4.571
C 2.882 2.893 2.631
N 3.466 -0.834 2.603
C 4.861 -0.401 2.357
C 3.317 -2.145 1.923
H 1.410 -1.914 4.291
H -0.207 -1.215 4.374
H 1.149 -0.273 4.900
H 0.490 -2.114 1.523
H -0.164 -0.575 0.984
H -0.912 -1.402 2.331
H 1.767 1.785 4.895
H 3.474 2.233 5.018
H 3.051 0.544 4.991
H 1.888 3.347 2.727
H 3.177 2.937 1.587
H 3.596 3.503 3.193
H 5.054 -0.203 1.298
H 5.542 -1.186 2.691
H 5.101 0.493 2.923
H 3.311 -2.055 0.834
H 2.398 -2.642 2.230
H 4.137 -2.802 2.210
*
```

Summary:
Lowest unoccupied orbital energy in eV: 2.4
Strongest force on any atom in eV/Å: 5.27
E in eV: -72984.773
Frontier orbital gap in Eh: 0.280



Please write out number 1 again, unchanged.
The following is a DFT calculation (ωB97M-V/def2-TZVPD) of a molecular structure, C13H30IO2P2Sm at a distorted geometry.

Structure (ORCA input):
```
! wB97M-V def2-TZVPD RIJCOSX def2/J DEFGRID3
* xyz 2 6
C 1.424 5.124 -3.524
C 1.863 3.775 -3.564
H 1.908 5.740 -4.316
H 1.656 5.505 -2.511
H 0.323 5.104 -3.638
O 2.326 2.722 -3.738
I -0.085 3.115 -1.001
Sm -0.342 0.474 0.253
P -2.150 -0.385 -1.834
C -2.106 -2.045 -2.603
C -3.928 -0.261 -1.376
H -4.602 -0.412 -2.229
H -3.019 0.551 -3.904
H -4.122 0.734 -0.954
H -1.950 1.712 -3.051
H -2.174 -2.812 -1.821
H -4.165 -1.014 -0.615
C -2.085 0.662 -3.338
H -2.959 -2.142 -3.290
H -1.240 0.371 -3.971
H -1.165 -2.160 -3.154
P 2.097 0.803 1.704
C 3.394 -0.444 2.029
C 3.126 2.180 1.074
H 0.994 2.197 3.374
H 2.613 1.713 3.943
H 1.261 0.555 4.000
C 1.713 1.367 3.418
H 2.485 3.000 0.725
H 3.780 2.535 1.880
H 4.139 -0.004 2.707
H 3.870 -0.711 1.076
H 3.737 1.842 0.230
H 2.960 -1.341 2.489
C 1.121 -1.155 -0.820
O 1.658 -2.064 -1.296
C 0.090 -2.075 3.610
C -0.747 -2.310 2.352
C -1.813 -3.382 2.608
C -1.386 -0.994 1.879
H -0.480 -1.514 4.367
H 0.990 -1.497 3.368
H 0.423 -3.015 4.071
H -0.077 -2.688 1.551
H -2.564 -2.991 3.312
H -2.313 -3.623 1.663
H -1.370 -4.305 3.012
H -2.321 -1.208 1.331
H -1.625 -0.345 2.739
*
```

Summary:
Lowest unoccupied orbital energy (spin up / spin down) in eV: -7.5 / -7.4
Expectation value of S²: 8.928
Strongest force on any atom in eV/Å: 6.49
E in eV: -62629.106
Frontier orbital gap (spin up / spin down) in Eh: 0.223 / 0.227



Q: Among the records above, which one has the highest strongest force on any atom?
A: C13H30IO2P2Sm